Here is a cluster of 4 separate species, C6H20ClNO4P in total from the Open Molecules 2025 dataset. Energies are from ωB97M-V/def2-TZVPD.

Its highest occupied orbital energy is -0.1466 Eh. As for the total energy: -1397.88372 a.u. As for the orbital gap: 6.611 eV.

Structure (ORCA input):
```
! wB97M-V def2-TZVPD RIJCOSX def2/J DEFGRID3
* xyz -1 1
C -1.4059 -0.1124 1.7097
C -0.6067 -1.1970 0.9869
C 0.4698 -1.8925 1.8283
Cl 1.4593 -0.5691 2.6866
N 1.1969 -2.7947 1.0251
P 2.7782 -2.8556 0.9720
O 3.5651 -1.8991 0.1364
H -0.8309 0.8050 1.7688
H -1.6630 -0.4433 2.7124
H -2.3456 0.0719 1.1909
H -0.0801 -0.7867 0.1280
H -1.2678 -2.0030 0.6753
H -0.0303 -2.4499 2.6257
H 3.0117 -4.1702 0.5175
H 3.3248 -2.8950 2.2783
C 3.2206 0.8070 -1.6195
O 2.2950 0.4787 -2.6671
H 2.7738 1.6096 -1.0368
H 3.4070 -0.0539 -0.9744
H 4.1657 1.1611 -2.0465
H 2.6719 -0.2429 -3.1734
C 0.0559 1.7003 -5.1160
O -0.0154 0.5339 -4.3232
H -0.3855 1.4679 -6.0844
H -0.5027 2.5314 -4.6709
H 1.0928 2.0179 -5.2700
H 0.4105 0.7259 -3.4769
C -4.6685 1.8599 2.9284
O -3.5591 1.2336 3.5520
H -4.5167 1.7767 1.8551
H -5.6114 1.3678 3.1880
H -4.7363 2.9204 3.1911
H -3.6729 1.2963 4.5026
*
```